No. 1
C34H93N7O13 | ωB97M-V with the def2-TZVPD basis set

## Properties
energy above the lowest of the compared OMol25 structures with the same formula, charge and spin	221.5	kcal/mol
Kohn-Sham gap	2.3	eV
maximum force	0.104	Eh/bohr
2S+1	1
HOMO	-8.70	eV
total charge	+4
electronic energy	-2710.8414	Ha

```
147
Properties=species:S:1:pos:R:3:lowdin_charge:R:1
C 1.68246 -7.52559 -4.94615 -0.0245
C 1.86037 -6.88548 -6.35883 -0.2313
C 0.58632 -6.90978 -7.09674 -0.2760
O 0.80455 -6.39306 -8.34467 -0.1841
C -0.36715 -5.83447 -8.95025 -0.0567
N 2.28713 -5.36124 -6.42100 0.2611
H 1.75890 -4.73370 -5.83170 0.1696
H 3.22171 -5.18523 -6.08087 0.1699
H 2.17293 -4.99851 -7.35667 0.1532
H 2.64819 -7.83165 -4.54392 0.0844
H 1.17717 -8.48898 -4.87793 0.0951
H 1.12729 -6.97196 -4.18894 0.0887
H 2.60338 -7.46203 -6.90986 0.1632
H -0.22985 -6.47125 -6.52259 0.1431
H 0.30598 -7.93119 -7.35411 0.1549
H -1.04078 -6.66303 -9.16893 0.1005
H -0.05655 -5.18980 -9.77246 0.1021
H -0.90624 -5.10985 -8.33999 0.0858
C 8.31142 -1.14337 1.62768 -0.0278
C 9.32294 -1.53847 0.54206 -0.2965
C 10.74226 -1.23388 0.96583 -0.1720
O 11.71104 -1.68594 -0.00098 -0.1899
C 13.00767 -1.33994 0.21873 -0.1163
N 9.13866 -3.01525 0.25474 0.2507
H 9.78220 -3.38574 -0.42987 0.1701
H 9.04013 -3.49790 1.13646 0.1655
H 8.21256 -3.04718 -0.14703 0.1657
H 7.23284 -1.20946 1.48490 0.0949
H 8.55122 -0.12616 1.93732 0.1052
H 8.43855 -1.70909 2.55067 0.0854
H 9.29415 -0.85830 -0.30920 0.1751
H 10.97047 -1.83885 1.84335 0.1343
H 10.74222 -0.17005 1.20325 0.1525
H 13.24468 -1.88182 1.13431 0.0912
H 13.13758 -0.27093 0.38739 0.1055
H 13.66645 -1.69705 -0.57284 0.1053
C 0.93990 -5.14613 3.91588 -0.0429
C 1.09470 -5.02890 5.41633 -0.2011
C 0.50563 -3.80776 6.27613 -0.2080
O 0.70553 -3.91164 7.63235 -0.1787
C 0.02206 -2.88185 8.42679 -0.0458
N 0.37911 -6.32171 6.08932 0.2232
H 0.68122 -7.14311 5.58520 0.1486
H 0.64332 -6.53742 7.03998 0.1583
H -0.61469 -6.38613 5.92110 0.1596
H 1.43372 -6.00471 3.46083 0.0935
H 1.58030 -4.36007 3.51575 0.1046
H -0.08287 -5.06932 3.54694 0.0968
H 2.15048 -5.19865 5.62754 0.1486
H -0.57888 -3.79431 6.16767 0.1271
H 0.96277 -2.92453 5.83000 0.1393
H -1.04234 -2.72385 8.25303 0.0901
H 0.60039 -1.96046 8.35847 0.0941
H 0.01016 -3.02108 9.50779 0.0926
C -0.07453 9.87220 5.14298 -0.0184
C -0.55387 8.48412 4.47637 -0.1676
C 0.64318 7.68508 3.82676 -0.2113
O 1.50788 7.65157 4.86269 -0.2272
C 2.58877 6.75611 4.59368 -0.0506
N -1.25258 7.60798 5.63572 0.2238
H -0.49326 7.32541 6.23878 0.1452
H -1.95705 8.04808 6.21030 0.1579
H -1.65147 6.76811 5.24123 0.1554
H 0.49991 10.39088 4.37545 0.0916
H 0.72568 9.73605 5.87046 0.0777
H -0.80202 10.55478 5.58223 0.0833
H -1.42233 8.65984 3.84154 0.1415
H 1.10527 8.29931 3.05391 0.1509
H 0.30050 6.69838 3.51519 0.1373
H 2.32560 5.70284 4.69095 0.0947
H 2.89774 6.97279 5.61627 0.1020
H 3.34371 6.96965 3.83699 0.1133
C -6.11928 2.67848 11.37911 -0.0494
C -6.09050 3.79270 10.39173 -0.2988
C -5.98938 3.22222 8.90402 -0.1516
O -4.66439 2.90556 8.42770 -0.1787
C -4.63506 2.14309 7.25438 -0.1063
N -7.33367 4.60701 10.62329 0.2505
H -8.07142 3.99473 10.30558 0.1691
H -7.47458 4.86276 11.59016 0.1811
H -7.42406 5.37287 9.97107 0.1748
H -5.32439 1.98545 11.10350 0.1070
H -7.04941 2.11890 11.28004 0.0998
H -5.94585 2.91780 12.42827 0.1033
H -5.14623 4.31860 10.53271 0.1592
H -6.40235 3.86265 8.12466 0.1298
H -6.62506 2.33681 8.91192 0.1265
H -5.43117 2.38631 6.55071 0.0962
H -4.81329 1.12671 7.60552 0.0899
H -3.74356 2.04107 6.63558 0.0974
C -7.90873 -7.81242 -6.52746 -0.0136
C -7.56688 -6.35534 -6.03781 -0.2599
C -6.11479 -6.26659 -5.59398 -0.1640
O -5.70933 -4.90380 -5.42617 -0.1885
C -5.63743 -4.34823 -4.14688 -0.1058
N -7.94128 -5.36499 -7.18238 0.2381
H -8.93550 -5.21879 -7.28366 0.1710
H -7.68046 -4.43384 -6.89080 0.1529
H -7.48231 -5.44173 -8.07880 0.1731
H -7.24158 -8.21627 -7.28898 0.0960
H -8.89569 -7.80805 -6.99004 0.0828
H -8.17388 -8.41066 -5.65573 0.0998
H -8.17385 -5.95044 -5.22803 0.1541
H -5.61473 -6.64522 -6.48543 0.1292
H -5.85984 -6.86852 -4.72175 0.1516
H -6.60789 -4.31021 -3.65204 0.0901
H -5.26977 -3.32256 -4.17740 0.1003
H -4.98123 -4.82753 -3.42040 0.0928
C -1.24900 2.56688 -7.36806 -0.0416
C -1.39931 3.86398 -6.60238 -0.2519
C -0.38235 4.94622 -7.01230 -0.1942
O -0.64183 5.27973 -8.36112 -0.2076
C 0.51241 5.85359 -9.01684 -0.0464
N -2.87120 4.38412 -6.74625 0.2524
H -3.16197 4.79837 -5.87221 0.1719
H -2.97104 4.96078 -7.56941 0.1593
H -3.52522 3.63958 -6.94125 0.1576
H -0.25056 2.15525 -7.51566 0.1015
H -1.79313 2.51935 -8.31134 0.0911
H -1.67425 1.70890 -6.84735 0.0837
H -1.28083 3.82862 -5.51941 0.1559
H 0.61130 4.50997 -6.91003 0.1421
H -0.47989 5.82651 -6.37695 0.1376
H 0.20455 6.51863 -9.82371 0.0963
H 1.14893 5.05500 -9.39787 0.0976
H 0.99347 6.48909 -8.27331 0.0940
C -4.54429 2.85054 -0.17758 -0.0691
C -4.85727 4.39826 0.08980 -0.7842
O -5.04157 4.77615 1.27160 -0.1307
O -4.90783 5.06970 -0.96874 -0.1242
H -5.30687 2.35575 -0.77905 0.0380
H -4.64943 2.22724 0.71042 0.0282
H -3.52024 2.71276 -0.52463 0.0434
C 1.20935 0.45465 -0.21801 -0.0546
C 1.81840 -0.45430 -1.32181 -0.8926
O 2.88058 -1.00002 -1.23722 -0.0714
O 1.02074 -0.80902 -2.18204 -0.1240
H 0.90325 1.40776 -0.64928 0.0554
H 1.93136 0.69750 0.56162 0.0414
H 0.43165 0.01205 0.40439 0.0475
C 7.02968 4.23784 -2.53572 -0.0720
C 8.42068 4.34561 -1.93958 -0.8058
O 9.41256 3.99670 -2.63353 -0.1229
O 8.48338 4.55531 -0.67878 -0.1625
H 7.19036 4.51481 -3.57762 0.0564
H 6.45886 4.97012 -1.96472 0.0512
H 6.62138 3.24263 -2.35977 0.0566
```



No. 2
C34H96IN7O18P | ωB97M-V with the def2-TZVPD basis set

## Properties
Kohn-Sham gap	6.7	eV
maximum force	0.177	Eh/bohr
2S+1	1
HOMO	-10.91	eV
total charge	+1
electronic energy	-3728.7744	Ha

```
157
Properties=species:S:1:pos:R:3:lowdin_charge:R:1
C -2.07400 3.25237 0.02136 -0.0868
C -2.60306 1.68979 -0.08175 -0.2240
O -2.13161 0.96986 -1.27700 -0.2286
C -0.66602 0.99793 -1.40457 -0.1378
C 0.13946 0.38326 -0.09784 -0.0814
O 1.34262 -0.39420 -0.52618 -0.1209
N 2.14123 -0.48635 0.53193 -0.0442
C 1.82848 -1.62263 1.46720 -0.1010
N 1.17495 -2.79799 1.12328 0.1227
C 0.90295 -3.95728 2.06264 -0.1000
C 1.79168 -5.31042 1.74723 -0.1491
O 2.24626 -5.43396 0.35373 -0.1278
C 3.47561 -6.29137 0.28534 -0.2565
C 4.95673 -5.67641 0.76027 -0.0095
O 3.48161 -7.56957 -0.10036 0.0179
N 2.33622 -1.41422 2.91009 -0.1972
P 1.27559 -0.24532 3.75228 0.9327
N -0.44747 -0.79622 3.63295 -0.1692
O 1.60075 -0.25544 5.48284 -0.3422
C 3.78617 -1.01691 2.94382 -0.2875
C 4.66395 -2.41161 3.12350 -0.2121
C 4.89715 -2.80614 4.73138 -0.6778
C 3.97784 -4.14887 5.09588 -0.1763
I 7.06383 -3.28582 4.92502 0.8410
C 4.30754 -0.02706 1.75781 -0.1325
C 4.04211 1.51318 2.23310 -0.0760
C 5.07778 2.63703 1.66265 -0.5567
N 4.45513 3.58593 0.62651 0.0395
N 6.35444 2.11674 1.05085 0.0391
N 5.50788 3.52012 2.85292 0.0243
C 3.59898 -0.30351 0.26802 -0.3341
O 3.74210 0.85563 -0.65284 -0.0365
C 4.40710 -1.54487 -0.40598 -0.0851
C 3.60318 -2.41368 -1.53455 -0.1632
C 3.39194 -1.66506 -2.97767 -0.3514
C 4.25420 -2.45135 -4.16061 -0.1213
C 1.80194 -1.74545 -3.48371 -0.0991
H -2.94799 4.00910 0.24925 0.0646
H -1.58244 3.61969 -0.99357 0.0934
H -1.27796 3.31174 0.90737 0.0882
H -3.79054 1.75932 -0.17799 0.1436
H -2.39376 1.12656 0.93670 0.1135
H -0.39583 0.28623 -2.32353 0.1354
H -0.21007 2.04337 -1.66678 0.1364
H -0.58389 -0.31040 0.53619 0.1207
H 0.55142 1.25529 0.60272 0.1505
H 0.82789 -2.91833 0.12519 0.1806
H -0.22702 -4.25841 1.91593 0.1490
H 1.07128 -3.71041 3.20196 0.1376
H 2.72081 -5.33358 2.45855 0.1033
H 1.09713 -6.23542 2.02178 0.1625
H 5.44058 -6.31286 1.63909 0.1168
H 5.69763 -5.54835 -0.15796 0.1135
H 4.73063 -4.60033 1.16090 0.0389
H -1.07910 0.03294 3.70662 0.0485
H -0.64302 -1.20891 2.69464 0.0082
H 0.68366 -0.36713 5.91912 0.0743
H 3.94615 -0.42977 3.97182 0.1369
H 5.67190 -2.34598 2.53314 0.0755
H 3.95420 -3.27839 2.71096 0.0870
H 4.55744 -1.94105 5.44267 0.0920
H 2.87696 -3.88874 5.39577 0.0821
H 4.46237 -4.68919 6.04225 0.0855
H 3.96890 -4.94977 4.24164 0.0629
H 5.45730 -0.29785 1.58373 0.1497
H 2.96065 1.80960 1.82268 0.1239
H 3.97410 1.67034 3.40371 0.1168
H 5.27862 3.86223 0.01708 0.0824
H 4.20217 4.45578 1.14896 0.0741
H 7.06626 2.90415 0.97260 0.0992
H 6.84110 1.40955 1.65761 0.0861
H 4.68650 4.01299 3.26631 0.0750
H 6.27323 4.17291 2.57454 0.0890
H 4.73317 1.06364 -0.77753 0.1277
H 5.34971 -1.06997 -0.96541 0.1536
H 4.86999 -2.32301 0.35332 0.1040
H 2.55919 -2.82459 -1.19649 0.0816
H 4.27238 -3.37740 -1.75436 0.1222
H 3.72399 -0.54288 -2.95854 0.1299
H 3.90305 -2.07182 -5.22432 0.0853
H 5.40893 -2.31230 -4.02298 0.0834
H 3.92186 -3.59439 -4.09480 0.0980
H 1.77176 -1.97434 -4.64959 0.0864
H 1.26024 -0.71050 -3.33713 0.0610
H 1.19655 -2.59829 -2.95574 0.0785
C -3.62960 7.46608 -0.39178 -0.1401
O -2.90351 6.46138 0.29214 -0.1548
H -4.55731 7.03511 -0.77534 0.0876
H -3.86623 8.27958 0.29836 0.0827
H -3.03340 7.84359 -1.22621 0.0610
H -2.08626 6.87300 0.62088 0.0932
C 1.61678 4.06156 4.75546 -0.1660
O 2.03849 5.01763 3.80023 -0.1419
H 1.51650 3.09026 4.26555 0.0485
H 2.36006 3.98990 5.55325 0.0785
H 0.65031 4.36020 5.16900 0.0799
H 2.11864 5.86861 4.26369 0.0880
C -5.10860 5.65338 3.05235 -0.1614
O -5.00604 4.90294 1.85621 -0.1450
H -5.15942 4.96583 3.89981 0.0777
H -4.22984 6.29424 3.15795 0.0717
H -6.01570 6.26219 3.02490 0.0788
H -4.96278 5.53931 1.12235 0.0514
C -5.02103 0.23086 -3.30191 -0.1549
O -4.29493 -0.77384 -2.61798 -0.1361
H -5.94874 -0.20011 -3.68547 0.0654
H -5.25766 1.04436 -2.61176 0.0712
H -4.42483 0.60838 -4.13633 0.0771
H -3.47768 -0.36222 -2.28925 0.0400
C -8.63009 -1.36196 -5.23128 -0.1522
O -8.51288 -0.70759 -3.98129 -0.1538
H -8.93862 -0.63441 -5.98558 0.0812
H -7.66392 -1.78791 -5.51260 0.0725
H -9.38203 -2.15183 -5.16092 0.0827
H -8.23815 -1.37767 -3.33252 0.0786
C -5.35955 3.94066 -5.28181 -0.1687
O -5.24233 4.59504 -4.03183 -0.1321
H -5.66807 4.66822 -6.03612 0.0807
H -4.39337 3.51471 -5.56313 0.0728
H -6.11148 3.15079 -5.21146 0.0744
H -4.96760 3.92496 -3.38305 0.0682
C 6.50638 1.90170 6.09488 -0.1711
O 7.40385 2.77909 5.43980 -0.1403
H 6.87858 1.69966 7.10193 0.0826
H 5.52077 2.36904 6.15991 0.0666
H 6.44073 0.96373 5.53798 0.0602
H 7.04766 2.93993 4.54948 0.0284
C -1.78006 8.89869 -4.09486 -0.1626
O -3.03533 8.90922 -3.44019 -0.1401
H -1.26176 7.96756 -3.85432 0.0787
H -1.93109 8.96056 -5.17534 0.0770
H -1.18154 9.74579 -3.75070 0.0758
H -3.47167 9.74659 -3.67215 0.0879
C -7.13213 -5.17567 -5.37909 -0.1628
O -7.43766 -4.40360 -4.23237 -0.1389
H -7.73445 -4.81942 -6.21801 0.0593
H -6.07232 -5.06588 -5.62160 0.0764
H -7.36579 -6.22550 -5.18541 0.0776
H -6.88856 -4.74247 -3.50501 0.0826
C 11.27572 -4.57243 4.33463 -0.1625
O 10.10817 -5.23635 4.78233 -0.1642
H 12.15252 -5.08795 4.73334 0.0841
H 11.31023 -4.59061 3.24259 0.0764
H 11.26869 -3.53991 4.69253 0.0757
H 9.34724 -4.75678 4.41301 -0.0456
C -10.52264 -6.23731 -6.80291 -0.1566
O -9.62517 -5.35992 -7.45800 -0.1464
H -10.15044 -6.43935 -5.79586 0.0781
H -11.50826 -5.76997 -6.73789 0.0783
H -10.58829 -7.17528 -7.35981 0.0776
H -9.98136 -5.19908 -8.34831 0.0873
C -10.41894 -0.78301 -0.71537 -0.1638
O -10.31639 -1.53345 -1.91151 -0.1430
H -10.46976 -1.47056 0.13209 0.0780
H -9.54019 -0.14215 -0.60977 0.0747
H -11.32605 -0.17420 -0.74283 0.0762
H -10.27313 -0.89708 -2.64537 0.0611
```